# C33H27F3N5O4PbSb

A structure of composition C33H27F3N5O4PbSb (ωB97M-V/def2-TZVPD, OMol25).

Each line ends with the Löwdin charge.
CARTESIAN COORDINATES (ANGSTROEM)
1 Pb -0.016489 0.696142 -0.240378  1.353
2 C -2.258194 2.001168 -3.387334  -0.033
3 C -1.319856 0.952414 -3.910132  -0.333
4 C -0.976031 0.881089 -5.257133  -0.022
5 C -0.071334 -0.080672 -5.666689  -0.055
6 C 0.459681 -0.949775 -4.724687  -0.131
7 C 0.065560 -0.811153 -3.399371  -0.469
8 N -0.804905 0.111815 -3.012972  -0.006
9 Sb 0.849481 -2.398259 -2.126333  1.536
10 C 1.938121 -1.850551 -0.306927  -0.441
11 C 3.006120 -2.719276 -0.143065  -0.140
12 C 3.831420 -2.586623 0.962453  -0.045
13 C 3.567028 -1.585042 1.868710  -0.017
14 C 2.480593 -0.739159 1.663249  -0.298
15 C 2.225266 0.387252 2.610739  -0.026
16 N 1.675248 -0.892352 0.598762  -0.043
17 C -1.007315 -2.808319 -1.103675  -0.450
18 C -1.681922 -3.987422 -1.390386  -0.125
19 C -2.880043 -4.245406 -0.742638  -0.062
20 C -3.356664 -3.320665 0.165621  -0.026
21 C -2.626792 -2.159930 0.408219  -0.321
22 C -3.107729 -1.130221 1.383488  -0.034
23 N -1.469158 -1.916266 -0.219173  0.025
24 H -2.837710 2.455743 -4.189173  0.076
25 H -1.693764 2.792608 -2.888071  0.082
26 H -2.939718 1.566651 -2.656603  0.079
27 H -1.409907 1.576040 -5.963769  0.112
28 H 0.221492 -0.154250 -6.706320  0.110
29 H 1.171151 -1.711836 -5.014744  0.080
30 H 3.201852 -3.483308 -0.883551  0.071
31 H 4.676694 -3.248828 1.100538  0.114
32 H 4.196514 -1.434404 2.734679  0.115
33 H 2.821244 0.268201 3.513840  0.083
34 H 1.172701 0.462269 2.873591  0.042
35 H 2.500500 1.335019 2.139980  0.082
36 H -1.273919 -4.689327 -2.106202  0.086
37 H -3.432137 -5.154996 -0.943032  0.109
38 H -4.287776 -3.485114 0.691084  0.111
39 H -4.050516 -1.427422 1.839590  0.080
40 H -3.244631 -0.166747 0.890334  0.079
41 H -2.366389 -0.966863 2.165283  0.068
42 C 0.648161 4.481069 1.563766  0.003
43 C 1.607307 3.952495 0.557776  -0.346
44 N 1.549808 2.788541 -0.068839  0.062
45 C 2.641847 2.741553 -0.915374  -0.124
46 C 3.362899 3.895750 -0.785472  -0.074
47 N 2.688677 4.640321 0.145820  0.178
48 C 4.602154 4.480826 -1.372088  -0.500
49 O 5.228301 3.770205 -2.269006  0.128
50 O 4.945731 5.584486 -1.003289  0.085
51 C 2.918839 1.562808 -1.800649  -0.573
52 O 3.938335 1.608636 -2.520393  0.033
53 O 2.087458 0.625757 -1.751733  -0.170
54 H -0.096716 3.723236 1.792225  0.029
55 H 0.153179 5.376832 1.184808  0.087
56 H 1.168081 4.747225 2.485424  0.090
57 H 3.003820 5.553714 0.437357  0.172
58 H 4.739851 2.875991 -2.420534  0.059
59 F -5.183539 3.000316 7.984311  0.133
60 C -4.432364 1.891597 7.884213  -0.584
61 F -5.263897 0.838035 8.022060  0.135
62 F -3.613168 1.868966 8.955541  0.136
63 C -3.664332 1.828106 6.597712  -0.132
64 C -3.798936 2.811744 5.630656  -0.008
65 C -3.077829 2.721380 4.451379  -0.019
66 C -2.210955 1.650500 4.224924  -0.252
67 C -2.088453 0.665606 5.211967  -0.022
68 C -2.808555 0.753320 6.387169  -0.012
69 C -1.466786 1.551953 3.003057  -0.182
70 C -0.833175 1.467985 1.962697  -0.222
71 H -4.466716 3.645250 5.797851  0.118
72 H -3.180781 3.482968 3.690293  0.116
73 H -1.419904 -0.168246 5.043196  0.115
74 H -2.708174 -0.011998 7.146336  0.125

Cartesian forces (eV/Å) of the 3 atoms listed first:
-0.1450 0.3174 0.1689
-0.0222 -0.0169 0.0007
0.0514 0.0439 -0.0463

net charge = 0
spin multiplicity = 1
energy relative to the best compared isomer or geometry (same formula, charge and spin) = 0.0000 eV
max |F| = 0.39 eV Å⁻¹
calculated total energy = -2581.20529 hartree
LUMO energy = -0.02 eV